(1)
{
  "formula": "C25H30Br2N5O2Se2Ta",
  "method": "ωB97M-V/def2-TZVPD",
  "symbols": ["Ta", "Br", "C", "C", "C", "N", "C", "C", "C", "C", "C", "Br", "C", "C", "N", "H", "H", "H", "H", "H", "H", "O", "C", "C", "C", "O", "C", "Se", "C", "Se", "H", "H", "H", "H", "H", "H", "H", "H", "H", "H", "N", "C", "C", "C", "N", "H", "H", "H", "H", "H", "H", "H", "H", "H", "H", "N", "C", "C", "C", "C", "C", "C", "C", "H", "H", "H", "H"],
  "xyz": [[0.273618, 0.258023, 0.011830], [-1.689783, -0.441083, 6.562329], [-1.248760, -0.405062, 4.755279], [0.029611, -0.757069, 4.332055], [0.314424, -0.659080, 2.991836], [-0.577481, -0.246440, 2.071571], [-1.840071, -0.030639, 2.469041], [-2.199024, -0.061323, 3.807945], [-2.827379, 0.118181, 1.374795], [-4.186094, 0.014149, 1.618759], [-5.065619, 0.057523, 0.546760], [-6.901067, -0.088786, 0.827944], [-4.551207, 0.194985, -0.731441], [-3.180832, 0.274706, -0.881054], [-2.313530, 0.240277, 0.139804], [0.781554, -1.099084, 5.028983], [1.292127, -0.947419, 2.618954], [-3.209718, 0.161380, 4.114888], [-4.567484, -0.126796, 2.618651], [-5.196599, 0.224134, -1.598430], [-2.765918, 0.355775, -1.876829], [2.145863, 2.537588, -2.109995], [2.828890, 1.822008, -3.148811], [2.621208, 0.302849, -3.139772], [3.450176, -0.181319, -4.361341], [3.348990, -1.588434, -4.423488], [3.212118, -0.445584, -1.947203], [2.719634, 0.141419, -0.130796], [1.198303, -0.148535, -3.441889], [-0.333093, 0.478252, -2.360431], [2.472496, 3.442995, -2.156270], [3.903228, 2.012335, -3.072458], [2.489612, 2.192895, -4.120753], [4.488408, 0.145506, -4.244122], [3.045322, 0.283180, -5.266224], [3.912066, -1.928961, -5.125759], [4.296402, -0.343315, -1.934303], [2.979340, -1.505327, -2.001979], [1.131762, -1.232851, -3.421521], [0.903359, 0.186728, -4.435323], [-0.716837, 2.452763, -0.161239], [-1.153658, 3.404587, 0.890583], [0.010724, 3.841460, 1.750568], [0.570312, 2.704748, 2.576388], [1.262865, 1.720005, 1.700423], [-0.057097, 2.901399, -0.800716], [-1.527476, 2.250016, -0.735196], [-1.906515, 2.894956, 1.497747], [-1.639681, 4.266967, 0.433940], [-0.283450, 4.669263, 2.394873], [0.806102, 4.236252, 1.105702], [-0.223053, 2.181406, 3.115882], [1.275415, 3.083157, 3.316628], [1.780820, 1.087457, 2.306885], [1.986769, 2.201438, 1.170601], [-0.469254, -7.316384, -0.006901], [-0.342386, -6.174748, -0.023329], [-0.192195, -4.744447, -0.036682], [1.057073, -4.165022, 0.114110], [1.186443, -2.782791, 0.111108], [0.087888, -1.910208, -0.039051], [-1.161147, -2.552558, -0.206943], [-1.306996, -3.923642, -0.205111], [1.930663, -4.791387, 0.236650], [2.181800, -2.390725, 0.248067], [-2.059542, -1.980663, -0.372561], [-2.282426, -4.371060, -0.343687]],
  "atomic_forces_ev_per_a": [[-0.6, 0.0, 1.0], [0.0, 0.0, 0.0], [0.0, 0.0, 0.1], [0.1, 0.0, 0.0], [0.0, -0.1, 0.0], [0.0, 0.1, 0.2], [-0.1, -0.1, -0.1], [0.0, 0.0, 0.0], [0.0, 0.0, 0.1], [0.1, 0.1, 0.0], [-0.1, 0.0, 0.0], [0.0, 0.0, 0.0], [0.0, 0.0, 0.0], [0.0, 0.1, 0.0], [0.0, -0.1, 0.0], [0.0, 0.0, 0.0], [0.0, 0.0, 0.0], [0.0, 0.0, 0.0], [0.0, 0.0, 0.0], [0.0, 0.0, 0.0], [0.0, 0.0, 0.0], [0.1, -0.1, 0.0], [0.0, 0.0, 0.0], [-0.1, 0.1, 0.1], [0.0, -0.1, 0.0], [0.0, 0.0, 0.1], [0.1, -0.1, 0.1], [0.0, 0.2, -0.6], [-0.1, -0.1, 0.0], [0.4, 0.0, -0.4], [0.0, 0.0, 0.0], [0.0, 0.0, 0.0], [0.0, 0.0, 0.0], [0.0, 0.0, 0.0], [0.0, 0.0, 0.0], [0.0, 0.0, 0.0], [0.0, 0.0, 0.0], [0.0, 0.0, -0.1], [0.0, 0.0, 0.0], [0.0, 0.0, 0.0], [0.0, 0.0, 0.0], [-0.1, 0.0, 0.1], [0.1, 0.0, -0.2], [-0.1, -0.1, 0.0], [0.2, -0.1, -0.1], [0.0, 0.1, 0.0], [0.0, 0.1, -0.2], [0.0, 0.0, 0.0], [0.0, 0.0, -0.1], [-0.1, -0.1, 0.1], [0.0, 0.1, 0.0], [0.0, 0.1, 0.0], [0.0, 0.0, 0.0], [0.1, 0.1, 0.0], [0.0, 0.2, 0.1], [0.0, 0.1, 0.0], [0.0, -0.1, 0.0], [0.0, 0.0, 0.0], [0.0, 0.0, 0.0], [0.0, 0.0, 0.1], [-0.1, -0.4, -0.2], [0.1, 0.0, -0.1], [0.0, 0.0, 0.0], [0.0, 0.0, 0.0], [0.0, 0.0, 0.0], [0.0, 0.0, 0.0], [0.0, 0.0, 0.0]],
  "nbo_charge": [1.4507, 0.2173, -0.0284, -0.2475, 0.0519, -0.5437, 0.2755, -0.2714, 0.2279, -0.2603, -0.0210, 0.2036, -0.2528, 0.0614, -0.5206, 0.2699, 0.2370, 0.2559, 0.2499, 0.2669, 0.2362, -0.7521, -0.0629, -0.1555, -0.0391, -0.7302, -0.5008, 0.0790, -0.4938, 0.0233, 0.4891, 0.1883, 0.1891, 0.1832, 0.1828, 0.4988, 0.2491, 0.2588, 0.2570, 0.2494, -0.8453, -0.2170, -0.4319, -0.2166, -0.8438, 0.4191, 0.4125, 0.1963, 0.2256, 0.2602, 0.2107, 0.1990, 0.2273, 0.4059, 0.4190, -0.2243, 0.2382, -0.1250, -0.1857, -0.1318, -0.5050, -0.2011, -0.1510, 0.2452, 0.2043, 0.2026, 0.2408],
  "spin_multiplicity": 1,
  "homo_energy_ev": -13.9,
  "total_charge": 2,
  "orbital_gap_ha": 0.243
}

(2)
{
  "formula": "C10H40N8O10",
  "method": "ωB97M-V/def2-TZVPD",
  "symbols": ["C", "O", "H", "H", "H", "H", "C", "O", "H", "H", "H", "H", "C", "O", "H", "H", "H", "H", "C", "O", "H", "H", "H", "H", "C", "O", "H", "H", "H", "H", "C", "O", "H", "H", "H", "H", "C", "O", "N", "N", "H", "H", "H", "H", "C", "O", "N", "N", "H", "H", "H", "H", "C", "O", "N", "N", "H", "H", "H", "H", "C", "O", "N", "N", "H", "H", "H", "H"],
  "xyz": [[-0.930596, -1.793210, -2.583311], [-1.971687, -2.675633, -2.154281], [0.058549, -2.229293, -2.443564], [-1.115621, -1.614884, -3.642591], [-0.948724, -0.780491, -2.180608], [-2.756196, -2.416959, -2.643393], [2.929633, -0.991853, -3.670620], [1.827631, -0.191187, -3.177875], [3.616316, -1.398741, -2.928326], [2.594705, -1.887783, -4.193336], [3.481880, -0.351156, -4.358111], [2.150696, 0.495751, -2.590210], [-1.401451, -4.279205, 1.023424], [-0.764407, -3.090641, 0.568519], [-1.945020, -4.704998, 0.180015], [-0.621938, -5.001266, 1.266487], [-1.971190, -4.046707, 1.923111], [-1.359716, -2.480473, 0.127037], [2.174674, 1.761961, 3.077763], [3.425714, 2.001460, 2.587975], [2.176648, 1.707162, 4.166388], [1.583645, 2.671406, 2.969638], [1.724878, 0.833846, 2.725075], [3.341943, 2.104437, 1.637202], [-1.256326, 1.444567, 3.321501], [-1.631760, 2.721052, 3.787260], [-2.177903, 1.017069, 2.926478], [-0.592986, 1.495447, 2.458086], [-0.887817, 0.842953, 4.152385], [-2.492465, 2.874172, 3.390587], [-3.614119, -1.131460, 1.450214], [-3.172312, -0.318926, 0.409609], [-4.088537, -0.564552, 2.251245], [-4.242172, -1.986344, 1.199610], [-2.717905, -1.556295, 1.902319], [-3.994109, 0.039896, 0.066842], [0.585192, 4.962795, -0.295550], [-0.564289, 4.584783, -0.239450], [0.920756, 6.173493, -0.444588], [1.562389, 4.112658, -0.235678], [1.876807, 6.432208, -0.246800], [0.172589, 6.832209, -0.607229], [1.519917, 3.121045, -0.048562], [2.402103, 4.648554, -0.402417], [-1.905525, 2.538804, -2.799812], [-2.620600, 1.932166, -3.558929], [-2.256882, 2.748214, -1.551071], [-0.736016, 3.093197, -3.063069], [-1.662620, 3.292493, -0.942208], [-3.139277, 2.318405, -1.312872], [-0.218968, 3.634705, -2.385183], [-0.326543, 2.981601, -3.979573], [2.320735, -5.376086, 0.952180], [3.229512, -5.946966, 0.418875], [1.777550, -4.355857, 0.379169], [1.884925, -5.661726, 2.098055], [0.837213, -4.127302, 0.668349], [2.087043, -4.090586, -0.544926], [2.363557, -6.445326, 2.518747], [1.094757, -5.127131, 2.429637], [0.918448, 0.438244, -0.063061], [1.691920, 1.329443, -0.132617], [-0.282368, 0.705592, -0.365861], [1.134202, -0.725292, 0.438840], [-1.057161, 0.105695, -0.121072], [-0.449653, 1.542779, -0.905515], [0.398285, -1.415978, 0.400374], [2.010046, -0.775956, 0.939276]],
  "atomic_forces_ev_per_a": [[-0.4, 0.1, -1.3], [0.3, 0.4, 0.7], [-0.3, -0.1, 0.1], [0.6, -0.1, -0.3], [-0.1, -0.2, 0.7], [-0.1, -0.2, 0.1], [0.1, 0.6, -0.2], [-0.1, -1.0, 0.0], [-0.1, 0.5, 0.5], [-0.6, 0.4, -0.1], [0.3, -0.3, -0.1], [0.4, -0.1, 0.1], [0.0, 0.3, -0.5], [0.7, 0.7, 0.3], [-0.5, -0.1, 0.4], [-0.1, 0.0, 0.1], [-0.4, -0.4, -0.2], [-0.7, -0.6, -0.3], [-1.4, 0.6, 1.5], [1.8, -0.1, -0.6], [0.6, -0.4, 0.2], [-0.8, -0.2, -0.7], [-0.3, 0.1, -0.3], [0.1, -0.1, -0.2], [-1.0, -0.2, -0.4], [0.0, 0.5, 0.0], [0.1, -0.8, 0.1], [0.5, 0.0, 0.3], [0.2, 0.0, -0.2], [0.1, 0.5, 0.3], [0.7, -1.1, 2.1], [-0.5, 0.6, -1.0], [-0.2, 0.1, -0.1], [-0.2, 0.2, -0.6], [0.1, -0.1, 0.1], [0.1, 0.3, -0.5], [-0.8, -3.4, 0.7], [-4.4, -1.3, -0.6], [0.9, 5.2, -0.6], [3.1, 0.0, -0.3], [-0.5, 0.7, -0.2], [0.5, 0.3, 0.2], [0.0, -0.4, 0.0], [0.8, -1.5, 0.2], [3.5, 1.8, -0.1], [-2.2, -1.6, -1.7], [-2.5, -1.1, 1.6], [1.4, 0.1, -1.5], [0.5, 1.4, 1.3], [-0.2, 0.1, 0.7], [-0.1, 0.0, 0.1], [-0.1, 0.0, 0.1], [3.0, -0.3, -3.5], [2.5, -1.9, -1.0], [-2.8, 4.0, -1.9], [-2.2, -1.6, 5.3], [0.6, 0.6, -0.7], [-0.2, -0.3, 0.3], [-0.7, 0.2, 0.6], [0.4, -0.7, 0.9], [0.2, -0.5, 1.1], [5.2, 3.8, -0.6], [-6.8, 0.9, -2.0], [1.2, -2.6, 1.1], [-0.1, 0.2, -0.2], [0.2, -0.5, 0.4], [0.8, -0.5, 0.5], [-0.2, -0.9, 0.0]],
  "nbo_charge": [-0.2636, -0.7375, 0.2033, 0.1755, 0.1495, 0.4711, -0.2581, -0.7577, 0.1788, 0.1906, 0.1742, 0.4751, -0.2500, -0.7831, 0.2031, 0.1756, 0.1779, 0.4919, -0.2487, -0.7111, 0.1865, 0.1614, 0.1440, 0.4680, -0.2452, -0.7112, 0.1466, 0.1611, 0.1874, 0.4610, -0.2671, -0.7402, 0.1771, 0.1841, 0.1843, 0.4684, 0.7569, -0.7701, -0.7908, -0.8188, 0.4048, 0.4244, 0.4532, 0.3762, 0.6660, -0.3036, -0.4254, -0.7923, 0.4707, 0.4310, 0.4330, 0.4373, 0.7287, -0.6816, -0.8364, -0.8117, 0.3802, 0.4059, 0.4265, 0.3810, 0.7733, -0.7461, -0.8144, -0.8059, 0.4102, 0.3690, 0.4195, 0.4264],
  "spin_multiplicity": 2,
  "homo_energy_ev": [-11.0, -11.0],
  "total_charge": 1,
  "orbital_gap_ha": [0.290, 0.068]
}

(3)
{
  "formula": "C5H9BF7NO4Tl",
  "method": "ωB97M-V/def2-TZVPD",
  "symbols": ["Tl", "C", "O", "O", "C", "F", "F", "F", "C", "C", "H", "H", "H", "H", "H", "H", "B", "F", "F", "F", "F", "C", "N", "O", "O", "H", "H", "H"],
  "xyz": [[0.464954, -0.987800, 1.826219], [-0.799426, 0.649070, -1.283681], [-0.418756, 1.230930, 0.018709], [-0.585286, -0.707680, -1.046271], [-2.210116, 1.216950, -1.846131], [-2.829446, 2.136150, -1.082481], [-1.906366, 1.813910, -3.050191], [-3.139846, 0.248920, -2.149691], [-0.159576, 2.628170, 0.001679], [-0.241236, 2.933440, 1.492519], [-1.302296, 3.114430, 1.664259], [0.151674, 2.144300, 2.133589], [0.284194, 3.874610, 1.654479], [-0.855176, 3.283190, -0.522911], [0.886834, 2.851520, -0.206251], [-0.006696, 0.995430, -1.946791], [-1.473416, -4.331570, 3.522609], [-1.932526, -5.323850, 2.691419], [-2.418386, -3.869390, 4.328369], [-0.376426, -4.775850, 4.315669], [-1.054166, -3.192600, 2.754579], [2.654714, -0.466830, -2.369931], [3.164224, -1.343970, -1.272171], [4.270314, -1.931080, -1.388311], [2.312984, -1.516860, -0.370201], [1.714384, -0.830480, -2.784211], [3.449124, -0.348410, -3.106821], [2.355744, 0.505360, -1.978051]],
  "atomic_forces_ev_per_a": [[-0.4, -1.0, 0.3], [-0.5, -3.7, 4.7], [-0.7, 0.4, -3.2], [-0.9, 3.6, -1.9], [-2.4, -0.1, -2.6], [1.3, -1.2, -0.3], [0.0, -0.6, 1.6], [2.2, 1.2, 1.1], [1.0, 0.5, 2.1], [-0.9, 1.1, 0.0], [0.1, -0.2, 0.7], [0.0, 0.2, -0.1], [0.0, -0.1, 0.3], [0.0, -0.6, -0.5], [0.1, -0.4, -0.9], [0.6, 0.0, -0.8], [1.4, -0.7, 0.3], [0.2, -0.2, -0.3], [-1.9, 0.6, 1.4], [-0.2, 0.1, -0.8], [1.0, 0.9, -1.1], [0.5, 0.6, -0.4], [0.9, -1.9, -0.4], [-3.8, 2.2, 0.8], [1.6, 0.0, -0.4], [0.4, -0.8, 0.0], [-0.3, -0.1, 0.0], [0.6, 0.0, 0.5]],
  "nbo_charge": [1.0335, 0.1867, -0.3886, -0.1747, 0.9639, -0.2730, -0.3062, -0.2681, -0.1135, -0.5992, 0.2382, 0.2104, 0.2501, 0.2333, 0.2199, 0.3473, 1.3291, -0.4470, -0.4707, -0.4596, -0.5856, -0.4779, 0.5218, -0.2522, -0.4341, 0.2427, 0.2630, 0.2104],
  "spin_multiplicity": 1,
  "homo_energy_ev": -13.9,
  "total_charge": 1,
  "orbital_gap_ha": 0.081
}